Entry 1:
{
  "formula": "C29H62BF3INbO12P",
  "method": "the ωB97M-V functional and the def2-TZVPD basis",
  "mol_weight_g_mol": 921.39,
  "total_charge": -1,
  "e_tot_ev": -83416.31300,
  "e_lumo_ev": 1.717,
  "orbital_gap_ha": 0.2038,
  "largest_force_ev_per_a": 2.0,
  "symbols": ["C", "C", "C", "I", "Nb", "C", "C", "C", "C", "F", "F", "F", "B", "O", "O", "C", "P", "O", "O", "O", "H", "H", "H", "H", "H", "H", "H", "H", "H", "H", "H", "H", "H", "H", "H", "H", "H", "H", "H", "H", "C", "C", "O", "C", "H", "H", "H", "H", "H", "H", "C", "C", "O", "C", "H", "H", "H", "H", "H", "H", "C", "C", "O", "C", "H", "H", "H", "H", "H", "H", "C", "C", "O", "C", "H", "H", "H", "H", "H", "H", "C", "C", "O", "C", "H", "H", "H", "H", "H", "H", "C", "C", "O", "C", "H", "H", "H", "H", "H", "H", "C", "C", "O", "C", "H", "H", "H", "H", "H", "H"],
  "xyz": [[3.98, 0.15, -2.43], [2.89, 0.82, -3.29], [1.61, 0.01, -3.58], [1.25, -1.42, -1.92], [-0.30, 1.27, -3.71], [0.20, 2.37, -1.77], [-2.25, 2.43, -3.91], [-3.56, 1.62, -3.89], [-3.95, 1.07, -2.55], [-5.30, 1.20, -2.38], [-3.74, -0.21, -2.41], [-3.42, 1.69, -1.52], [-0.90, -0.08, -5.57], [-0.22, 0.08, -6.78], [-1.89, -1.07, -5.57], [-1.67, -2.14, -4.65], [0.79, 3.08, -5.23], [-0.08, 3.25, -6.39], [2.31, 2.75, -5.83], [0.80, 4.55, -4.48], [4.18, -0.86, -2.76], [4.89, 0.72, -2.63], [3.79, 0.24, -1.38], [3.37, 0.95, -4.25], [2.69, 1.78, -2.84], [1.71, -0.62, -4.45], [-1.17, 0.05, -2.68], [0.31, 1.63, -0.98], [-0.63, 3.00, -1.45], [1.08, 3.01, -1.84], [-2.23, 3.00, -4.84], [-2.31, 3.15, -3.10], [-3.58, 0.80, -4.60], [-4.36, 2.29, -4.16], [0.36, -0.69, -6.85], [-0.65, -2.14, -4.30], [-2.33, -2.04, -3.79], [-1.90, -3.08, -5.14], [2.90, 3.45, -5.51], [1.29, 4.50, -3.64], [1.35, -5.64, 1.05], [0.66, -4.30, 1.08], [1.17, -3.31, 0.62], [-0.71, -4.27, 1.72], [2.32, -5.55, 0.57], [1.49, -6.01, 2.07], [0.74, -6.36, 0.48], [-0.64, -4.59, 2.76], [-1.40, -4.93, 1.17], [-1.10, -3.26, 1.68], [1.37, 2.95, 1.77], [2.29, 1.76, 1.64], [2.63, 1.34, 0.56], [2.78, 1.13, 2.93], [1.10, 3.30, 0.77], [0.46, 2.66, 2.30], [1.86, 3.76, 2.31], [1.93, 0.76, 3.51], [3.33, 1.86, 3.52], [3.43, 0.29, 2.69], [4.96, 7.21, -2.61], [4.00, 6.09, -2.29], [3.69, 5.27, -3.11], [3.42, 6.06, -0.89], [5.30, 7.11, -3.64], [4.48, 8.17, -2.48], [5.83, 7.15, -1.95], [2.87, 6.98, -0.69], [4.22, 5.95, -0.16], [2.74, 5.21, -0.80], [-0.50, -8.96, 2.09], [-0.68, -8.10, 3.32], [0.26, -7.59, 3.88], [-2.10, -7.91, 3.82], [0.56, -9.01, 1.85], [-0.86, -9.97, 2.28], [-1.03, -8.52, 1.25], [-2.53, -8.87, 4.09], [-2.70, -7.43, 3.05], [-2.08, -7.27, 4.70], [-6.15, 5.91, -5.91], [-5.92, 4.78, -4.93], [-4.89, 4.17, -4.90], [-7.05, 4.45, -3.98], [-5.26, 6.03, -6.52], [-7.00, 5.67, -6.55], [-6.35, 6.84, -5.37], [-7.94, 4.16, -4.54], [-7.29, 5.32, -3.36], [-6.76, 3.63, -3.33], [0.18, -4.59, 7.29], [-0.07, -3.93, 5.95], [-1.19, -3.69, 5.56], [1.15, -3.59, 5.13], [-0.78, -4.78, 7.77], [0.70, -5.54, 7.14], [0.78, -3.93, 7.92], [1.71, -4.51, 4.90], [1.78, -2.90, 5.68], [0.85, -3.13, 4.20], [0.31, 0.56, 8.58], [1.23, -0.63, 8.44], [1.54, -1.06, 7.35], [1.73, -1.26, 9.72], [0.03, 0.91, 7.59], [-0.58, 0.28, 9.13], [0.83, 1.37, 9.10], [0.89, -1.62, 10.31], [2.31, -0.53, 10.29], [2.37, -2.11, 9.47]]
}

=====

Entry 2:
{
  "formula": "C39H62N4O13",
  "method": "the ωB97M-V functional and the def2-TZVPD basis",
  "mol_weight_g_mol": 794.94,
  "e_tot_ev": -74023.44300,
  "e_lumo_ev": 0.284,
  "orbital_gap_ha": 0.3138,
  "largest_force_ev_per_a": 5.0,
  "relative_energy_kj_mol": 240.8,
  "symbols": ["O", "C", "O", "C", "C", "C", "H", "H", "H", "H", "H", "H", "O", "C", "O", "C", "C", "C", "H", "H", "H", "H", "H", "H", "O", "C", "O", "C", "C", "C", "H", "H", "H", "H", "H", "H", "O", "C", "O", "C", "C", "C", "H", "H", "H", "H", "H", "H", "O", "C", "O", "C", "C", "C", "H", "H", "H", "H", "H", "H", "C", "O", "H", "H", "H", "H", "C", "O", "H", "H", "H", "H", "C", "O", "H", "H", "H", "H", "N", "C", "C", "C", "C", "H", "H", "H", "H", "H", "N", "C", "C", "C", "C", "H", "H", "H", "H", "H", "N", "C", "C", "C", "C", "H", "H", "H", "H", "H", "N", "C", "C", "C", "C", "H", "H", "H", "H", "H"],
  "xyz": [[-3.52, -1.67, 1.08], [-3.87, -2.81, 0.88], [-4.97, -3.09, 0.08], [-5.20, -4.50, 0.07], [-4.25, -5.14, 1.10], [-3.31, -4.08, 1.57], [-5.09, -4.81, -0.97], [-6.25, -4.62, 0.32], [-3.68, -5.99, 0.72], [-4.89, -5.58, 1.87], [-2.26, -4.23, 1.34], [-3.41, -3.93, 2.65], [2.34, 1.50, -1.24], [2.55, 1.81, -2.38], [3.65, 1.37, -3.09], [3.53, 1.72, -4.46], [2.55, 2.94, -4.52], [1.67, 2.71, -3.32], [3.10, 0.92, -5.06], [4.51, 1.85, -4.93], [2.01, 3.03, -5.46], [3.14, 3.84, -4.33], [0.90, 1.97, -3.55], [1.04, 3.50, -2.92], [6.46, 1.75, 4.56], [5.72, 1.27, 3.74], [4.39, 1.30, 3.73], [3.86, 0.61, 2.59], [5.04, 0.51, 1.62], [6.20, 0.40, 2.60], [3.09, 1.25, 2.16], [3.42, -0.34, 2.87], [5.17, 1.43, 1.04], [4.96, -0.35, 0.95], [7.01, 0.92, 2.08], [6.43, -0.59, 2.97], [-2.03, 4.86, -3.17], [-2.38, 4.22, -2.13], [-3.27, 3.22, -2.10], [-3.67, 2.75, -0.84], [-3.20, 3.91, 0.01], [-2.11, 4.60, -0.74], [-3.09, 1.86, -0.64], [-4.73, 2.58, -0.62], [-2.74, 3.57, 0.94], [-4.06, 4.51, 0.28], [-1.14, 4.29, -0.38], [-2.14, 5.68, -0.61], [2.82, 5.17, 2.07], [1.93, 4.38, 2.45], [1.57, 4.15, 3.77], [0.48, 3.22, 3.91], [0.00, 2.97, 2.54], [1.07, 3.55, 1.57], [-0.29, 3.68, 4.53], [0.77, 2.28, 4.37], [-0.95, 3.48, 2.42], [-0.30, 1.93, 2.39], [0.59, 4.13, 0.78], [1.81, 2.85, 1.18], [-3.89, -0.67, -2.00], [-3.90, 0.43, -2.91], [-2.85, -0.92, -1.76], [-4.36, -0.34, -1.07], [-4.29, -1.56, -2.48], [-4.80, 0.51, -3.22], [3.51, -1.80, -1.79], [3.42, -3.17, -1.93], [3.76, -1.46, -2.80], [2.57, -1.46, -1.37], [4.30, -1.49, -1.10], [4.18, -3.42, -2.47], [-0.42, -0.28, 0.15], [0.91, 0.05, 0.55], [-0.89, -1.18, 0.54], [-1.10, 0.50, 0.51], [-0.54, -0.39, -0.93], [1.39, 0.54, -0.13], [-2.26, 1.27, 4.19], [-2.59, 2.36, 4.95], [-3.67, 2.97, 4.35], [-3.98, 2.27, 3.20], [-3.14, 1.17, 3.14], [-1.54, 0.62, 4.47], [-2.12, 2.53, 5.91], [-4.13, 3.87, 4.73], [-4.72, 2.62, 2.49], [-3.12, 0.37, 2.41], [3.09, -3.11, 1.13], [4.22, -2.96, 1.93], [3.87, -2.86, 3.28], [2.48, -2.87, 3.29], [2.02, -3.05, 2.00], [3.09, -3.19, 0.12], [5.15, -2.94, 1.39], [4.45, -2.75, 4.19], [1.89, -2.79, 4.19], [1.03, -2.90, 1.60], [-1.37, 0.30, -3.95], [-1.01, 1.06, -5.07], [0.16, 0.49, -5.54], [0.51, -0.59, -4.80], [-0.43, -0.69, -3.77], [-2.19, 0.39, -3.37], [-1.60, 1.89, -5.43], [0.61, 0.87, -6.44], [1.29, -1.31, -5.00], [-0.42, -1.34, -2.90], [-0.05, -5.15, -0.52], [-0.38, -3.87, -0.86], [-1.57, -3.88, -1.46], [-1.97, -5.22, -1.54], [-0.99, -6.05, -0.93], [0.84, -5.40, -0.12], [0.34, -3.11, -0.58], [-2.02, -3.02, -1.94], [-2.86, -5.52, -2.08], [-0.90, -7.11, -0.76]]
}